w) One molecule with the formula C4H5N, computed with the ωB97M-V functional and the def2-TZVPD basis.

* gap between HOMO and LUMO: 0.3143 hartree
* net charge: 0

CARTESIAN COORDINATES (ANGSTROEM)
C1 -1.778 2.042 1.530
C2 -0.455 0.206 0.461
C3 0.239 -0.126 -0.588
C4 1.115 -1.246 -0.835
N1 -1.091 1.129 1.001
H1 -1.921 2.009 2.523
H2 -0.010 0.520 -1.388
H3 2.114 -0.799 -0.964
H4 0.633 -1.843 -1.727
H5 1.155 -1.891 -0.012

***

x) One molecule with the formula C4H5N, computed with the ωB97M-V functional and the def2-TZVPD basis.

* structure (SMILES): C#C[C@H]1CN1
* gap between HOMO and LUMO: 0.3569 hartree
* net charge: 0

CARTESIAN COORDINATES (ANGSTROEM)
C1 -1.936 1.065 -0.775
C2 -0.958 0.776 -0.127
C3 0.224 0.431 0.619
C4 0.878 -0.986 0.345
N1 1.480 0.239 -0.099
H1 -2.811 1.321 -1.335
H2 0.161 -0.058 1.585
H3 0.252 -1.616 -0.257
H4 1.465 -1.475 1.135
H5 1.245 0.303 -1.090

***

Most stable: w)

***

w) One molecule with the formula C4H5N, computed with the ωB97M-V functional and the def2-TZVPD basis.

* structure (SMILES): C/C=C/C#N
* gap between HOMO and LUMO: 0.3775 hartree
* net charge: 0

CARTESIAN COORDINATES (ANGSTROEM)
C1 1.571 -0.007 -0.040
C2 0.106 -0.468 0.004
C3 -0.965 0.400 0.051
C4 -2.342 -0.017 0.076
N1 -3.496 -0.191 -0.059
H1 1.912 0.229 1.079
H2 1.841 0.879 -0.661
H3 2.330 -0.780 -0.307
H4 -0.098 -1.574 -0.041
H5 -0.857 1.529 -0.103

***

x) C4H5N as an isolated structure, computed with the ωB97M-V functional and the def2-TZVPD basis.

* gap between HOMO and LUMO: 0.3741 hartree
* net charge: 0

CARTESIAN COORDINATES (ANGSTROEM)
C1 -0.943 -0.540 -0.549
C2 -0.959 -0.420 0.753
C3 0.282 0.169 -0.653
C4 0.231 0.451 0.853
N1 1.163 0.308 -1.544
H1 -1.404 -1.146 -1.407
H2 -1.516 -1.009 1.389
H3 -0.181 1.500 1.146
H4 1.219 0.098 1.390
H5 2.109 0.589 -1.378

***

Most stable: w)

***

w) C4H5N as an isolated structure, computed with the ωB97M-V functional and the def2-TZVPD basis.

* gap between HOMO and LUMO: 0.3933 hartree
* net charge: 0

CARTESIAN COORDINATES (ANGSTROEM)
C1 -0.059 -1.209 -0.050
C2 -1.164 -0.484 0.028
C3 0.811 -0.067 -0.110
C4 -0.497 0.830 -0.050
N1 2.042 0.122 0.029
H1 -0.009 -2.231 -0.010
H2 -2.147 -0.833 0.100
H3 -0.588 1.435 -0.850
H4 -0.658 1.330 0.820
H5 2.266 1.105 0.093

***

x) One molecule with the formula C4H5N, computed with the ωB97M-V functional and the def2-TZVPD basis.

* gap between HOMO and LUMO (alpha / beta): 0.2986 / 0.2904 hartree
* net charge: 0

CARTESIAN COORDINATES (ANGSTROEM)
C1 -1.622 -0.445 0.571
C2 -0.593 0.324 0.303
C3 0.748 0.564 0.210
C4 1.378 -0.483 -0.741
N1 1.279 0.816 -1.182
H1 -2.648 -0.087 0.639
H2 1.291 0.993 1.046
H3 0.744 -1.198 -1.290
H4 -1.441 -1.498 0.757
H5 0.555 1.007 -1.887

***

Most stable: w)

***

w) An isolated ion of composition C4H6ClN2O and charge +1, computed with the ωB97M-V functional and the def2-TZVPD basis.

* structure (SMILES): COC1=[NH+]C=N[C@H]1Cl
* gap between HOMO and LUMO: 0.3655 hartree
* net charge: +1

CARTESIAN COORDINATES (ANGSTROEM)
C1 1.952 1.423 0.137
O1 0.561 1.150 -0.244
C2 -0.181 0.138 -0.088
N1 0.100 -1.110 0.414
C3 -0.986 -1.890 0.209
N2 -1.919 -1.364 -0.458
C4 -1.780 -0.007 -0.623
Cl1 -2.659 0.981 0.507
H1 2.378 0.601 0.772
H2 1.845 2.404 0.616
H3 2.346 1.617 -0.872
H4 0.973 -1.409 0.874
H5 -0.888 -3.050 0.379
H6 -1.741 0.515 -1.623

***

x) An isolated ion of composition C4H6ClN2O and charge +1, computed with the ωB97M-V functional and the def2-TZVPD basis.

* gap between HOMO and LUMO: 0.2706 hartree
* net charge: +1

CARTESIAN COORDINATES (ANGSTROEM)
C1 1.861 -1.732 -0.271
C2 1.784 -0.307 -0.002
C3 -0.599 0.243 0.003
C4 -2.649 1.405 0.116
N1 0.792 0.459 0.185
N2 0.985 -2.549 0.071
O1 -1.270 1.325 0.320
Cl1 3.286 0.487 0.130
H1 2.850 -1.874 -0.820
H2 -3.030 2.000 0.924
H3 -3.362 0.618 -0.110
H4 -2.728 2.077 -0.748
H5 0.970 1.440 0.326
H6 1.110 -3.591 -0.125

***

Most stable: w)

***

w) A 3-piece molecular cluster, C5H15N2O overall, computed with the ωB97M-V functional and the def2-TZVPD basis.

* gap between HOMO and LUMO: 0.1493 hartree
* net charge: +1

CARTESIAN COORDINATES (ANGSTROEM)
N1 1.959 0.584 -1.094
C1 0.613 0.279 -0.792
C2 -0.112 1.555 -0.283
C3 0.217 1.959 1.118
C4 -0.382 1.272 2.116
C5 -0.163 -0.368 -1.982
N2 0.076 -2.815 0.732
H1 -1.193 -0.439 -1.585
H2 2.571 -0.146 -1.443
H3 2.151 1.456 -1.573
H4 0.518 -0.455 0.019
H5 -1.185 1.392 -0.377
H6 -0.064 2.351 -1.045
H7 0.845 2.847 1.331
H8 -1.212 0.604 1.811
H9 -0.035 1.440 3.133
H10 -0.135 0.282 -2.849
H11 0.153 -1.389 -2.178
H12 0.258 -2.765 1.731
H13 -0.785 -2.236 0.596
H14 -0.078 -3.791 0.502
H15 -2.450 -0.878 1.246
O1 -1.566 -0.739 0.864

***

x) A 2-piece molecular cluster, C5H15N2O overall, computed with the ωB97M-V functional and the def2-TZVPD basis.

* gap between HOMO and LUMO: 0.4197 hartree
* net charge: +1

CARTESIAN COORDINATES (ANGSTROEM)
C1 1.884 -0.446 -1.703
C2 -0.920 -2.038 -0.576
C3 -1.387 2.184 0.470
C4 1.491 -0.263 -0.247
C5 -0.001 0.279 -0.135
N1 -0.983 -0.563 -0.360
N2 -0.151 1.540 0.120
O1 -0.391 0.154 2.345
H1 2.682 -1.172 -1.908
H2 2.428 0.456 -2.052
H3 1.044 -0.798 -2.148
H4 -1.839 -2.490 -1.068
H5 -0.027 -2.189 -1.256
H6 -0.680 -2.542 0.346
H7 -1.478 2.020 1.593
H8 -1.239 3.182 0.200
H9 -2.227 1.695 -0.027
H10 1.585 -1.234 0.238
H11 2.149 0.425 0.238
H12 -1.944 -0.405 -0.300
H13 0.323 -0.283 2.652
H14 0.626 2.035 0.486
H15 -0.943 0.453 3.090

***

Most stable: x)